Arrangement one

Below is C2H8IN2 as an isolated structure, with properties calculated with the ωB97M-V functional and the def2-TZVPD basis.

## Properties
- LUMO energy (Eh) = -0.1872
- HOMO-LUMO gap (eV) = 8.99

```
! RIJCOSX wB97M-V def2-TZVPD def2/J DEFGRID3
* xyz 1 1
I -2.585 -0.171 -0.257
N -0.119 -1.234 0.994
N 0.142 1.625 0.647
C 0.412 0.610 -0.415
C -0.558 -0.449 0.030
H -0.540 -1.796 1.757
H 1.432 0.334 -0.346
H 0.026 -1.843 -2.208
H 0.063 1.086 -1.440
H 0.355 -1.341 -1.677
H -0.246 2.564 0.291
H 0.740 1.588 1.383
H 0.880 -0.972 1.241
*
```

These are the natural (NBO) partial charges, in e, on atoms 1 to 8: atom 1 (I): 0.4109, atom 2 (N): -0.7127, atom 3 (N): -0.8189, atom 4 (C): -0.3503, atom 5 (C): 0.2581, atom 6 (H): 0.4636, atom 7 (H): 0.2303, atom 8 (H): 0.0975

***

Arrangement two

Below is a 2-piece molecular cluster, C2H8IN2 overall, with properties calculated with the ωB97M-V functional and the def2-TZVPD basis.

## Properties
- LUMO energy (Eh) = -0.1191
- HOMO-LUMO gap (eV) = 9.78

```
! RIJCOSX wB97M-V def2-TZVPD def2/J DEFGRID3
* xyz 1 1
I 4.361 -0.082 -0.329
N -1.923 -0.634 -0.628
N 0.296 0.307 0.303
C -0.572 -0.148 1.467
C -1.306 0.253 0.223
H 0.769 -0.247 -0.308
H -0.567 0.511 2.305
H -2.368 -0.514 -1.535
H 5.034 -1.445 0.244
H -1.803 -1.573 -0.678
H 0.536 1.280 0.213
H -1.673 1.346 0.103
H -0.465 -1.212 1.530
*
```

These are the natural (NBO) partial charges, in e, on atoms 1 to 8: atom 1 (I): -0.1252, atom 2 (N): -0.8193, atom 3 (N): -0.5768, atom 4 (C): -0.2081, atom 5 (C): 0.1491, atom 6 (H): 0.4300, atom 7 (H): 0.2643, atom 8 (H): 0.4282

***

Which of them is least stable? Easy: arrangement one.

***

Arrangement one

Below is H20O10Xe as an isolated structure, with properties calculated with the ωB97M-V functional and the def2-TZVPD basis.

## Properties
- LUMO energy (Eh) = -0.0146
- HOMO-LUMO gap (eV) = 9.90

```
! RIJCOSX wB97M-V def2-TZVPD def2/J DEFGRID3
* xyz 0 1
Xe 0.475 -1.027 0.792
O -1.022 2.521 -1.723
O -1.916 1.989 1.118
O -3.648 -2.018 2.192
O 0.829 -1.376 -3.185
O -1.455 -2.105 -1.969
O 0.688 1.998 2.922
O 3.938 0.261 -0.820
O 2.873 -2.689 -1.661
O -2.967 -0.627 -0.065
O 3.370 1.398 1.871
H 0.693 2.916 3.194
H -1.098 1.983 1.616
H -1.896 -1.539 -1.334
H 2.656 -3.622 -1.674
H 3.867 0.471 0.111
H 3.475 -0.572 -0.914
H -2.749 0.305 -0.096
H 2.140 -2.266 -2.109
H 2.442 1.488 2.088
H -4.300 -2.027 1.492
H 0.464 1.513 3.717
H 3.674 2.296 1.739
H -1.023 2.271 -0.799
H -3.094 -0.812 0.866
H 1.072 -0.464 -3.031
H -2.941 -2.576 1.868
H -0.013 -1.479 -2.742
H -2.122 -2.287 -2.631
H -0.313 3.159 -1.798
H -2.098 2.916 0.966
*
```

These are the natural (NBO) partial charges, in e, on atoms 1 to 8: atom 1 (Xe): 0.0015, atom 2 (O): -0.9479, atom 3 (O): -0.9677, atom 4 (O): -0.9327, atom 5 (O): -0.9780, atom 6 (O): -0.9722, atom 7 (O): -0.9611, atom 8 (O): -0.9713

***

Arrangement two

Below is H20O10Xe as an isolated structure, with properties calculated with the ωB97M-V functional and the def2-TZVPD basis.

## Properties
- LUMO energy (Eh) = -0.0124
- HOMO-LUMO gap (eV) = 10.16

```
! RIJCOSX wB97M-V def2-TZVPD def2/J DEFGRID3
* xyz 0 1
Xe -1.486 -0.579 -0.405
O 2.444 -2.140 -0.457
O -3.427 2.890 -0.038
O 0.100 0.475 2.946
O 1.227 -1.988 -3.476
O 2.060 0.357 -1.452
O 0.543 2.701 1.420
O 0.413 -4.115 0.269
O -3.352 1.213 2.318
O 0.482 1.456 -3.398
O 0.789 -2.008 1.988
H 0.530 -1.092 2.082
H 2.018 -2.458 -3.213
H 0.218 0.849 3.819
H 2.136 0.809 -0.612
H -3.189 0.277 2.435
H 0.229 1.213 2.350
H -0.395 1.290 -3.743
H 1.398 0.853 -1.933
H -4.160 2.745 -0.636
H 0.404 3.493 1.939
H -0.424 -4.460 -0.042
H 0.173 -3.382 0.837
H 1.339 -2.022 1.205
H -3.076 1.610 3.145
H 1.987 -2.848 -0.911
H 2.195 -1.349 -0.933
H 0.179 2.912 0.560
H -3.183 2.013 0.260
H 1.333 -1.112 -3.104
H 0.496 2.396 -3.218
*
```

These are the natural (NBO) partial charges, in e, on atoms 1 to 8: atom 1 (Xe): 0.0013, atom 2 (O): -0.9794, atom 3 (O): -0.9526, atom 4 (O): -0.9768, atom 5 (O): -0.9442, atom 6 (O): -0.9745, atom 7 (O): -0.9518, atom 8 (O): -0.9688

***

Which of them is least stable? Easy: arrangement two.

***

Arrangement one

Below is one molecule with the formula C3H11N3S, with properties calculated with the ωB97M-V functional and the def2-TZVPD basis.

## Properties
- LUMO energy (Eh) = 0.0109
- HOMO-LUMO gap (eV) = 8.41

```
! RIJCOSX wB97M-V def2-TZVPD def2/J DEFGRID3
* xyz 0 1
S 2.320 -0.242 0.416
N 3.134 -1.173 -0.691
N 2.684 1.216 -0.008
N 0.270 -0.464 -0.327
C -2.180 1.053 -0.246
C -0.546 -0.457 0.840
C -1.996 -0.191 0.437
H -0.107 0.468 1.378
H -2.277 -1.104 -0.118
H -2.382 -0.116 1.461
H 3.241 -0.464 -1.544
H -1.853 1.091 -1.308
H 2.788 -2.047 -1.047
H -0.530 -1.353 1.537
H -3.296 1.392 -0.549
H 0.644 -1.324 -0.741
H -1.790 1.937 0.211
H 1.876 1.778 0.299
*
```

These are the natural (NBO) partial charges, in e, on atoms 1 to 8: atom 1 (S): 1.2760, atom 2 (N): -1.0479, atom 3 (N): -1.1127, atom 4 (N): -0.7609, atom 5 (C): -0.6178, atom 6 (C): -0.2295, atom 7 (C): -0.4260, atom 8 (H): 0.1673

***

Arrangement two

Below is C3H11N3S as an isolated structure, with properties calculated with the ωB97M-V functional and the def2-TZVPD basis.

## Properties
- LUMO energy (Eh) = 0.0201
- HOMO-LUMO gap (eV) = 8.53

```
! RIJCOSX wB97M-V def2-TZVPD def2/J DEFGRID3
* xyz 0 1
S -0.903 -0.473 2.217
N -2.103 -1.509 1.691
N -0.975 0.767 0.327
N 0.354 -1.307 1.962
C 0.311 1.298 0.044
C 0.677 0.963 -1.453
C 1.227 -0.421 -1.798
H 2.108 -0.380 -1.122
H 0.619 2.326 0.252
H 1.166 -0.809 2.315
H 1.422 -0.511 -2.863
H -0.219 1.007 -2.044
H 1.379 1.655 -1.809
H -2.924 -1.000 1.261
H 0.517 -1.142 -1.430
H -1.860 -2.407 1.173
H 0.933 0.551 0.642
H -1.728 1.392 0.632
*
```

These are the natural (NBO) partial charges, in e, on atoms 1 to 8: atom 1 (S): 1.2732, atom 2 (N): -1.0499, atom 3 (N): -0.8018, atom 4 (N): -1.0680, atom 5 (C): -0.2642, atom 6 (C): -0.3836, atom 7 (C): -0.6066, atom 8 (H): 0.1960

***

Which of them is least stable? Easy: arrangement one.

***

Arrangement one

Below is C16H44KN4O4 as an isolated structure, with properties calculated with the ωB97M-V functional and the def2-TZVPD basis.

## Properties
- LUMO energy (Eh) = -0.1163
- HOMO-LUMO gap (eV) = 8.43

```
! RIJCOSX wB97M-V def2-TZVPD def2/J DEFGRID3
* xyz 1 1
K -0.642 0.671 -0.921
O 4.784 -1.126 -4.502
O 1.662 3.882 5.421
O -4.850 1.508 -2.105
O 0.466 -5.166 2.890
N -3.569 -0.771 -3.344
N -0.026 2.133 3.408
N 1.671 0.946 -4.378
N 0.908 -2.717 1.572
C 3.388 -0.866 -4.448
C -0.359 -5.548 3.972
C -1.607 4.029 3.306
C 2.075 -3.417 2.149
C -0.136 3.589 3.623
C -5.811 1.954 -1.147
C 5.166 -2.437 -4.191
C 2.097 4.151 6.717
C 3.878 1.545 -3.835
C 1.546 -4.289 3.294
C -5.601 0.682 -3.014
C -4.634 -0.008 -3.966
C 3.228 -2.427 2.372
C 0.246 4.055 5.095
C -5.380 -0.636 -5.072
C 3.062 0.600 -4.697
H 0.743 1.792 3.966
H 0.657 -3.527 1.023
H 5.292 -3.144 -5.011
H -6.212 -1.194 -4.644
H -1.763 5.094 3.473
H -0.860 1.709 3.789
H 6.189 -2.453 -3.816
H 0.279 -2.708 2.363
H -6.560 2.597 -1.609
H 2.509 -4.127 1.446
H 0.063 5.130 5.095
H 2.962 -1.152 -3.486
H -5.341 2.525 -0.347
H 2.076 5.172 7.099
H -2.306 3.591 4.018
H -4.218 0.867 -4.466
H 1.541 1.947 -4.385
H 3.458 -1.930 1.429
H -0.648 -4.700 4.592
H 4.469 -2.952 -3.530
H -6.223 -0.056 -2.507
H 2.847 -1.442 -5.199
H -4.013 -1.483 -2.782
H 1.185 -3.694 4.133
H 1.472 3.573 7.398
H -1.224 -6.072 3.563
H 3.364 0.783 -5.728
H 3.040 -1.657 3.121
H -6.224 1.034 -0.732
H -1.882 3.906 2.258
H 1.154 0.570 -5.161
H 0.504 4.015 2.851
H 4.165 -2.931 2.608
H 3.719 2.590 -4.098
H 4.943 1.424 -4.034
H -6.269 1.334 -3.576
H 3.136 3.821 6.750
H -5.696 0.143 -5.766
H 0.180 -6.258 4.599
H -0.340 3.558 5.868
H -3.102 -1.255 -4.098
H 2.363 -4.925 3.636
H 3.663 1.455 -2.770
H -4.655 -1.308 -5.531
*
```

These are the natural (NBO) partial charges, in e, on atoms 1 to 8: atom 1 (K): 0.9760, atom 2 (O): -0.5354, atom 3 (O): -0.5596, atom 4 (O): -0.5478, atom 5 (O): -0.5581, atom 6 (N): -0.8372, atom 7 (N): -0.8525, atom 8 (N): -0.8565

***

Arrangement two

Below is C16H44KN4O4 as an isolated structure, with properties calculated with the ωB97M-V functional and the def2-TZVPD basis.

## Properties
- LUMO energy (Eh) = -0.0814
- HOMO-LUMO gap (eV) = 9.46

```
! RIJCOSX wB97M-V def2-TZVPD def2/J DEFGRID3
* xyz 1 1
K 1.545 0.237 0.741
O 2.513 2.359 -4.697
O -3.016 0.148 -0.467
O -0.239 -3.785 -2.940
O 1.927 -0.255 3.378
N 1.949 1.475 -1.760
N 1.541 2.404 2.513
N -1.268 1.343 1.310
N -0.495 -1.609 -1.086
C -0.029 -2.952 -0.740
C -3.464 0.412 0.851
C -3.830 0.666 -1.439
C 1.937 0.810 4.398
C 1.047 1.402 -2.931
C -0.397 -3.239 0.714
C -0.583 -4.114 -1.621
C -0.461 -4.875 -3.808
C 1.309 2.505 -3.993
C -2.212 0.326 1.703
C -0.354 1.572 -2.398
C 2.365 2.082 3.766
C 2.511 1.333 -5.662
C 2.220 3.245 4.801
C -2.407 0.304 3.202
C 1.642 -1.502 4.037
H -3.990 1.374 1.036
H 1.865 3.329 2.237
H 0.179 -5.705 -3.541
H 2.671 0.460 5.138
H -3.418 0.186 -2.353
H 1.194 3.281 5.266
H 3.402 2.072 3.436
H -0.353 -1.349 -2.093
H 1.776 1.553 -6.480
H 0.508 2.435 -4.703
H 2.560 4.170 4.346
H 1.016 1.020 4.976
H -1.626 2.268 1.649
H -0.493 2.564 -1.947
H -2.850 1.211 3.534
H -1.078 1.437 -3.276
H -4.169 -0.360 1.127
H -1.474 0.142 3.684
H 2.004 -2.286 3.375
H 0.530 2.408 2.659
H -4.938 0.368 -1.373
H 1.034 -2.993 -0.948
H -1.835 -0.670 1.474
H -0.067 -5.048 -1.266
H 1.357 3.495 -3.500
H -1.691 -4.225 -1.419
H -1.532 -5.271 -3.830
H -1.333 1.381 0.264
H 1.754 2.434 -1.416
H 0.261 -2.485 1.175
H 2.214 -1.595 4.908
H 2.326 0.288 -5.289
H -0.136 -4.218 1.043
H -1.413 -1.368 -0.756
H -3.121 -0.459 3.457
H -0.597 0.865 -1.570
H -0.078 -4.594 -4.787
H 1.201 0.388 -3.346
H 2.911 1.510 -2.015
H 3.551 1.319 -5.967
H -1.463 -3.005 0.850
H 0.568 -1.551 4.277
H -3.861 1.745 -1.566
H 2.879 3.186 5.659
*
```

These are the natural (NBO) partial charges, in e, on atoms 1 to 8: atom 1 (K): 0.9384, atom 2 (O): -0.5329, atom 3 (O): -0.5614, atom 4 (O): -0.5458, atom 5 (O): -0.5810, atom 6 (N): -0.8728, atom 7 (N): -0.8882, atom 8 (N): -0.8706

***

Which of them is least stable? Easy: arrangement one.